Below is a structure of composition C9H18O2S2 in a non-equilibrium geometry, with properties calculated with the ωB97M-V functional and the def2-TZVPD basis.

ORCA input file:
```
! wB97M-V def2-TZVPD RIJCOSX def2/J DEFGRID3
* xyz 0 1
C 2.6183 0.7945 -0.6696
C 1.4667 1.6238 -0.0179
C 2.3713 -0.3832 0.2925
C 1.2083 0.4069 0.8754
C 3.2689 -0.2724 1.5748
C -1.6157 0.1503 -1.9654
C -0.3273 -2.6939 0.6899
C -3.9042 0.3019 0.2644
C -1.1691 -0.4046 -0.6743
O -1.9672 1.8878 0.6534
O 0.4562 0.2727 1.8147
S -1.7188 -2.1598 -0.3112
S -2.2006 0.2545 0.7095
H 2.3195 0.5554 -1.7205
H 3.6463 1.2231 -0.6649
H 1.5517 2.3534 0.7884
H 0.6507 1.9928 -0.7041
H 2.3249 -1.4182 0.0127
H 4.1166 -0.8077 1.5049
H 2.7812 -0.6743 2.4493
H 3.2832 0.7933 2.0128
H -0.8344 -0.1556 -2.7730
H -2.6313 -0.1755 -2.1367
H -1.5664 1.2532 -1.8800
H -0.2726 -2.3677 1.7152
H 0.5921 -2.5568 0.1904
H -0.4874 -3.7857 0.7498
H -4.4691 0.5692 1.2218
H -4.2062 -0.7452 -0.1624
H -3.9012 1.0977 -0.4857
H -1.4506 2.1616 1.4306
*
```

Output
Lowest unoccupied orbital energy, eV: 0.54
E, a.u.: -1300.38516
Orbital gap, eV: 7.523
Relative energy (zero: lowest compared OMol25 entry of this formula, charge and spin), kcal/mol: 70.8

Here are the Löwdin charges for atoms 1 to 5, given in e: C -0.12; C -0.08; C -0.23; C -0.47; C -0.04